1.
The following is a DFT calculation (ωB97M-V/def2-TZVPD) of a cluster of 2 separate species, C3H7NO2 in total.

```
13
Properties=species:S:1:pos:R:3:mulliken_charge:R:1
C 3.368 0.481 -1.042 -0.5993
C 2.110 0.320 -0.673 -0.0327
O 1.132 -0.299 -1.454 -0.5064
H 3.586 0.283 -2.083 0.2647
H 4.085 0.806 -0.300 0.2430
H 1.771 0.528 0.336 0.3018
H 1.493 -1.192 -1.499 0.3286
C -2.989 -0.032 0.503 0.1197
N -2.807 -0.515 1.792 -0.4337
O -2.705 1.101 0.210 -0.4775
H -3.288 -0.700 -0.332 0.3204
H -2.120 0.043 2.273 0.2468
H -3.637 -0.824 2.269 0.2247
```

Results
- HOMO energy: -9.740 eV
- LUMO level: 0.9 eV
- Net charge: 0
- SMILES: C=CO.NC=O


2.
The following is a DFT calculation (ωB97M-V/def2-TZVPD) of a cluster of 2 separate species, C3H7NO2 in total.

```
13
Properties=species:S:1:pos:R:3:mulliken_charge:R:1
C 0.768 -1.167 -0.622 -0.8840
C 0.912 0.301 -0.895 0.1651
N 1.070 1.280 -0.093 -0.4788
O 1.166 0.886 1.244 -0.3731
C -2.043 0.234 0.627 -0.0178
O -2.371 -0.337 -0.385 -0.4210
H 1.311 -1.737 -1.384 0.3239
H 1.121 -1.462 0.368 0.2982
H -0.293 -1.436 -0.715 0.2550
H 1.345 1.726 1.688 0.3628
H -2.709 0.981 1.101 0.2676
H -1.070 0.052 1.121 0.1667
H 0.857 0.623 -1.934 0.3357
```

Results
- HOMO energy: -9.962 eV
- LUMO level: 0.8 eV
- Net charge: 0
- SMILES: C/C=N\O.C=O


3.
The following is a DFT calculation (ωB97M-V/def2-TZVPD) of a structure of composition C3H7NO2.

```
13
Properties=species:S:1:pos:R:3:mulliken_charge:R:1
C 0.708 -1.075 -0.571 -0.7599
C -1.282 -0.061 0.985 -0.8260
N -0.338 -0.140 -0.386 -0.1684
C 1.168 0.711 -0.036 0.6100
O 1.133 1.813 -0.806 -0.4666
O 1.913 0.652 0.892 -0.4909
H 0.526 1.716 -1.555 0.3258
H -0.964 -0.132 -1.178 0.3322
H 0.530 -1.661 -1.470 0.2910
H 1.018 -1.636 0.310 0.2284
H -2.079 0.668 0.855 0.3151
H -1.662 -1.074 1.122 0.3168
H -0.670 0.218 1.837 0.2926
```

Results
- HOMO energy: -7.110 eV
- LUMO level: 0.4 eV
- Net charge: 0


For reference, ΔE to the lowest compared entry with this formula, charge and spin by record: 238.47 342.49 539.43 kJ/mol.